(1)
Formula: C28H55O21PS
Source: the Open Molecules 2025 dataset
Level of theory: ωB97M-V/def2-TZVPD

CARTESIAN COORDINATES (ANGSTROEM)
C: 8.290 4.365 1.625
P: 6.565 4.194 1.041
O: 5.996 5.735 1.356
C: 5.741 3.337 2.494
C: 4.202 3.108 2.290
C: 3.656 3.591 0.948
C: 2.118 3.563 0.882
C: 1.398 4.314 1.967
O: 0.279 4.000 2.347
O: 2.033 5.422 2.481
C: 3.928 1.615 2.426
C: 4.472 1.124 3.740
O: 5.883 0.823 3.612
S: 6.758 1.887 2.814
O: 7.130 1.324 1.548
O: 7.822 2.296 3.683
H: 8.803 3.424 1.477
H: 8.771 5.148 1.046
H: 8.330 4.655 2.673
H: 6.640 6.328 0.963
H: 5.869 3.966 3.373
H: 3.693 3.567 3.130
H: 4.008 2.901 0.188
H: 3.969 4.598 0.700
H: 1.721 2.559 0.813
H: 1.840 4.067 -0.044
H: 2.049 5.335 3.436
H: 4.338 1.067 1.582
H: 2.851 1.455 2.427
H: 4.007 0.187 4.018
H: 4.340 1.857 4.531
C: 4.380 -2.587 -1.526
C: 3.818 -2.151 -0.191
O: 2.535 -1.519 -0.329
C: 1.507 -2.338 -0.551
O: 1.553 -3.537 -0.616
O: 0.417 -1.585 -0.671
C: -0.779 -2.301 -0.998
H: 4.414 -1.744 -2.217
H: 5.389 -2.981 -1.400
H: 3.762 -3.362 -1.976
H: 4.463 -1.394 0.253
H: 3.753 -2.984 0.509
H: -0.961 -3.108 -0.292
H: -0.718 -2.691 -2.012
H: -1.595 -1.587 -0.939
C: 0.182 6.496 -5.385
C: -0.856 5.408 -5.217
O: -0.755 4.759 -3.941
C: -1.245 5.446 -2.911
O: -1.785 6.519 -2.965
O: -1.057 4.724 -1.808
C: -1.492 5.359 -0.602
H: 1.182 6.096 -5.215
H: 0.134 6.909 -6.392
H: 0.020 7.305 -4.674
H: -0.694 4.618 -5.948
H: -1.867 5.791 -5.356
H: -2.530 5.674 -0.676
H: -0.858 6.216 -0.378
H: -1.394 4.627 0.194
C: -6.292 0.664 2.306
C: -6.344 -0.815 1.988
O: -5.044 -1.349 1.695
C: -4.262 -1.558 2.750
O: -4.553 -1.368 3.901
O: -3.094 -2.027 2.311
C: -2.119 -2.230 3.336
H: -5.807 1.209 1.495
H: -7.300 1.055 2.439
H: -5.728 0.850 3.218
H: -6.929 -0.986 1.087
H: -6.801 -1.384 2.797
H: -2.512 -2.863 4.128
H: -1.799 -1.273 3.745
H: -1.275 -2.722 2.861
C: -5.025 -5.611 2.816
C: -5.101 -7.079 2.461
O: -3.810 -7.630 2.162
C: -3.036 -7.877 3.214
O: -3.329 -7.714 4.368
O: -1.878 -8.361 2.767
C: -0.917 -8.625 3.791
H: -4.520 -5.053 2.026
H: -6.026 -5.201 2.954
H: -4.464 -5.459 3.738
H: -5.684 -7.217 1.552
H: -5.576 -7.660 3.251
H: -1.332 -9.276 4.557
H: -0.577 -7.693 4.239
H: -0.081 -9.120 3.305
C: -2.482 -3.583 -7.389
C: -3.305 -3.627 -6.120
O: -2.874 -2.646 -5.164
C: -3.253 -1.395 -5.418
O: -3.934 -1.030 -6.338
O: -2.754 -0.614 -4.461
C: -3.019 0.780 -4.638
H: -1.421 -3.686 -7.156
H: -2.776 -4.393 -8.056
H: -2.619 -2.639 -7.913
H: -3.174 -4.584 -5.619
H: -4.368 -3.498 -6.325
H: -4.085 0.960 -4.761
H: -2.473 1.161 -5.498
H: -2.668 1.274 -3.737

Summary:
Gap between HOMO and LUMO = 0.333 Ha
Spin multiplicity = 1
Lowest unoccupied orbital energy = 0.152 eV
HOMO energy = -0.3270 hartree
SMILES = CP(O)[C@H]1[C@@H](CCC(=O)O)CCOS1(=O)=O.CCOC(=O)OC.CCOC(=O)OC.CCOC(=O)OC.CCOC(=O)OC.CCOC(=O)OC

***

(2)
Formula: C28H56Cl4N10O14
Source: the Open Molecules 2025 dataset
Level of theory: ωB97M-V/def2-TZVPD

CARTESIAN COORDINATES (ANGSTROEM)
C: 13.383 -29.697 1.138
C: 14.154 -28.521 1.771
C: 15.075 -29.121 2.898
N: 16.109 -28.135 3.527
C: 17.077 -27.600 2.456
C: 16.851 -28.941 4.629
C: 16.757 -28.151 5.915
C: 15.425 -27.484 5.784
C: 15.464 -26.982 4.364
H: 12.773 -29.334 0.311
H: 12.638 -30.128 1.809
H: 14.042 -30.503 0.819
H: 13.469 -27.745 2.112
H: 14.732 -28.088 0.954
H: 15.782 -29.888 2.588
H: 14.379 -29.455 3.666
H: 16.431 -27.191 1.682
H: 17.578 -28.505 2.116
H: 17.729 -26.893 2.963
H: 17.892 -29.074 4.333
H: 16.474 -29.946 4.817
H: 17.537 -27.392 5.995
H: 16.793 -28.779 6.804
H: 15.154 -26.627 6.401
H: 14.635 -28.225 5.915
H: 16.134 -26.142 4.173
H: 14.520 -26.589 3.984
C: 20.967 -24.826 -3.155
C: 20.274 -25.798 -2.146
N: 20.634 -25.417 -0.787
C: 21.903 -25.388 -0.221
C: 21.671 -24.905 0.994
N: 20.368 -24.619 1.227
C: 19.734 -24.950 0.095
C: 19.760 -24.011 2.361
H: 20.649 -23.803 -2.958
H: 20.494 -25.029 -4.118
H: 22.028 -25.010 -3.320
H: 20.535 -26.845 -2.298
H: 19.198 -25.707 -2.295
H: 22.737 -25.674 -0.840
H: 22.377 -24.747 1.795
H: 18.679 -24.980 -0.132
H: 18.892 -24.616 2.626
H: 19.405 -23.002 2.148
H: 20.320 -23.835 3.278
C: 24.271 -22.495 -1.150
Cl: 22.820 -22.015 -2.059
Cl: 25.624 -21.468 -1.650
Cl: 24.020 -22.304 0.586
Cl: 24.835 -24.110 -1.471
C: 19.473 -20.603 -2.602
N: 19.311 -21.352 -1.341
O: 19.603 -20.793 -0.276
O: 19.009 -22.540 -1.430
H: 20.545 -20.457 -2.723
H: 19.080 -19.601 -2.427
H: 18.853 -21.101 -3.342
C: 14.092 -24.964 0.873
N: 14.928 -24.385 -0.244
O: 16.142 -24.453 -0.137
O: 14.364 -24.106 -1.280
H: 13.157 -25.265 0.408
H: 13.915 -24.147 1.571
H: 14.653 -25.757 1.360
C: 24.020 -29.932 -1.210
N: 22.904 -28.971 -1.510
O: 23.102 -28.009 -2.246
O: 21.761 -29.187 -1.066
H: 24.019 -30.049 -0.128
H: 24.931 -29.452 -1.559
H: 23.847 -30.864 -1.744
C: 22.213 -25.868 6.411
N: 22.429 -24.862 5.309
O: 22.806 -23.750 5.600
O: 22.363 -25.304 4.180
H: 22.496 -26.837 6.010
H: 21.167 -25.854 6.718
H: 22.719 -25.448 7.279
C: 19.447 -19.904 2.882
N: 18.839 -18.713 2.199
O: 19.467 -18.095 1.352
O: 17.707 -18.506 2.549
H: 20.107 -20.383 2.165
H: 18.663 -20.640 3.051
H: 19.876 -19.559 3.820
C: 16.354 -23.414 -3.890
N: 17.351 -23.604 -4.966
O: 17.569 -22.716 -5.746
O: 18.083 -24.587 -4.841
H: 15.352 -23.277 -4.290
H: 16.660 -22.445 -3.494
H: 16.381 -24.114 -3.060
C: 22.260 -20.815 5.268
N: 22.637 -21.325 3.914
O: 21.767 -21.682 3.110
O: 23.797 -21.166 3.600
H: 21.359 -21.322 5.608
H: 22.275 -19.734 5.153
H: 22.993 -21.205 5.974
C: 24.496 -23.992 -5.237
C: 24.962 -25.111 -4.550
C: 24.320 -26.311 -4.692
C: 23.226 -26.408 -5.509
C: 22.659 -25.278 -6.091
C: 23.338 -24.042 -6.013
H: 24.922 -23.002 -5.141
H: 25.861 -25.175 -3.953
H: 24.767 -27.177 -4.223
H: 22.797 -27.386 -5.684
H: 21.710 -25.271 -6.610
H: 22.932 -23.205 -6.561

Summary:
Gap between HOMO and LUMO = 0.272 Ha
Total charge = +2
Spin multiplicity = 1
Lowest unoccupied orbital energy = -4.743 eV
HOMO energy = -0.4459 hartree

***

(3)
Formula: C28H56O21
Source: the Open Molecules 2025 dataset
Level of theory: ωB97M-V/def2-TZVPD

CARTESIAN COORDINATES (ANGSTROEM)
C: -3.284 0.787 2.842
C: -2.111 1.641 2.605
O: -2.551 2.966 2.893
C: -1.666 3.896 3.321
O: -0.507 3.721 3.507
O: -2.259 5.127 3.592
C: -1.758 5.851 4.676
H: -4.207 1.111 2.359
H: -3.496 0.785 3.894
H: -3.076 -0.170 2.393
H: -1.769 1.547 1.615
H: -1.225 1.329 3.204
H: -0.709 6.229 4.605
H: -1.842 5.256 5.596
H: -2.430 6.658 4.777
C: 5.756 -3.130 2.928
C: 4.809 -3.008 4.194
O: 3.891 -1.931 4.024
C: 2.979 -1.853 4.974
O: 3.002 -2.562 5.995
O: 2.036 -0.971 4.782
C: 1.656 -0.496 3.420
H: 6.568 -3.820 3.212
H: 6.251 -2.242 2.615
H: 5.128 -3.594 2.092
H: 5.311 -2.840 5.164
H: 4.169 -3.909 4.244
H: 2.515 -0.288 2.843
H: 1.024 0.366 3.488
H: 1.049 -1.243 2.936
C: -4.871 4.534 -1.736
C: -4.932 3.701 -0.455
O: -4.581 2.312 -0.725
C: -3.267 2.102 -0.721
O: -2.355 2.910 -0.698
O: -2.990 0.784 -0.627
C: -4.167 -0.129 -0.671
H: -5.313 3.999 -2.583
H: -3.884 4.746 -2.058
H: -5.363 5.480 -1.568
H: -5.971 3.561 -0.116
H: -4.391 4.075 0.433
H: -3.754 -1.127 -0.356
H: -4.568 -0.215 -1.656
H: -4.826 0.214 0.067
C: 2.601 -7.393 0.448
C: 3.139 -5.953 0.455
O: 2.988 -5.273 1.691
C: 1.713 -5.055 2.118
O: 0.716 -5.463 1.535
O: 1.724 -4.257 3.203
C: 0.417 -4.014 3.845
H: 3.243 -7.975 -0.206
H: 1.532 -7.437 0.107
H: 2.615 -7.885 1.420
H: 2.663 -5.394 -0.395
H: 4.224 -5.916 0.380
H: -0.127 -3.600 3.074
H: 0.639 -3.311 4.654
H: 0.050 -4.978 4.243
C: 1.330 1.155 -0.960
C: 0.446 0.261 -0.055
O: -0.178 -0.845 -0.704
C: -0.697 -1.768 0.032
O: -0.765 -1.761 1.230
O: -1.117 -2.700 -0.729
C: -1.611 -3.867 -0.061
H: 2.330 0.828 -0.782
H: 1.345 2.125 -0.578
H: 1.052 1.164 -1.988
H: -0.291 0.933 0.430
H: 1.044 -0.166 0.713
H: -2.170 -4.427 -0.817
H: -2.277 -3.595 0.765
H: -0.753 -4.418 0.339
C: -0.442 3.762 -4.612
C: -0.028 4.607 -3.415
O: 1.324 4.447 -3.119
C: 1.991 5.475 -2.743
O: 1.515 6.524 -2.392
O: 3.278 5.239 -2.936
C: 4.168 6.258 -2.294
H: -0.206 2.707 -4.448
H: 0.078 4.001 -5.473
H: -1.493 3.856 -4.807
H: -0.576 4.261 -2.550
H: -0.235 5.692 -3.642
H: 5.080 5.965 -2.785
H: 4.102 6.238 -1.196
H: 3.777 7.243 -2.608
C: 0.655 -3.577 -3.100
C: 0.866 -2.997 -4.485
O: -0.359 -2.584 -5.143
C: -0.596 -1.314 -5.275
O: 0.182 -0.363 -5.194
O: -1.831 -1.234 -5.649
C: -2.355 0.106 -5.731
H: 0.164 -2.813 -2.446
H: 1.620 -3.808 -2.669
H: 0.050 -4.470 -3.080
H: 1.319 -3.692 -5.167
H: 1.489 -2.105 -4.509
H: -2.566 0.503 -4.742
H: -3.234 0.140 -6.298
H: -1.582 0.760 -6.220

Summary:
Gap between HOMO and LUMO = 0.392 Ha
Spin multiplicity = 1
Lowest unoccupied orbital energy = 0.451 eV
HOMO energy = -0.3752 hartree
Energy relative to the best compared isomer or geometry (same formula, charge and spin) = 261.5 kJ/mol
SMILES = CCOC(=O)OC.CCOC(=O)OC.CCOC(=O)OC.CCOC(=O)OC.CCOC(=O)OC.CCOC(=O)OC.CCOC(=O)OC